Version a
Molecular formula: C6H13N
Method: DFT, wB97M-V/def2-TZVPD

Geometry as ORCA input:
```
! RIJCOSX wB97M-V def2-TZVPD def2/J DEFGRID3
* xyz 0 1
C -0.5755 -0.1522 2.4108
C -0.0438 -0.9169 1.2041
C 0.1594 -0.1795 -0.1306
C -0.7649 0.6240 -0.6533
N -1.9114 1.1333 -0.0466
C 1.5255 -0.3938 -0.7191
C 1.6654 -0.1866 -2.2128
H -0.0862 0.8193 2.5387
H -1.6565 -0.0341 2.3716
H -0.3552 -0.6807 3.3385
H 0.8308 -1.5137 1.4448
H -0.7879 -1.6922 0.9675
H -0.6317 0.9911 -1.6658
H -2.8127 0.9306 -0.4456
H -2.0075 1.4685 0.8922
H 2.2171 0.2595 -0.1735
H 1.8880 -1.3790 -0.4328
H 2.6332 -0.5301 -2.5823
H 1.6033 0.8498 -2.5559
H 0.8783 -0.7181 -2.7479
*
```

## Properties
Kohn-Sham gap   9.02 eV
LUMO level   1.10 eV
SMILES   CCC(=CN)CC



Version b
Molecular formula: C6H13N
Method: DFT, wB97M-V/def2-TZVPD

Geometry as ORCA input:
```
! RIJCOSX wB97M-V def2-TZVPD def2/J DEFGRID3
* xyz 0 1
C -1.1699 -0.8674 2.5481
C -0.1806 -1.4328 1.5680
C -0.4821 -1.1924 0.0874
C -0.6390 0.2601 -0.4829
C 0.6883 0.8735 -0.7990
C 0.9095 1.3711 -1.9997
N 1.9618 2.1202 -2.5236
H -0.9428 -1.0017 3.6242
H -1.1548 0.2402 2.5234
H -2.2137 -1.2099 2.3401
H 0.7695 -0.9669 1.7741
H -0.2716 -2.5254 1.5235
H -1.3870 -1.6992 -0.3551
H 0.1295 -1.7066 -0.7500
H -1.3720 0.2606 -1.3194
H -1.1659 0.7649 0.3270
H 1.2979 1.1522 0.0929
H 0.2197 1.2059 -2.8475
H 2.3175 1.8887 -3.4347
H 2.6856 2.4648 -1.8967
*
```

## Properties
Kohn-Sham gap   9.17 eV
LUMO level   1.19 eV
SMILES   CCCC/C=C/N



Version c
Molecular formula: C6H13N
Method: DFT, wB97M-V/def2-TZVPD

Geometry as ORCA input:
```
! RIJCOSX wB97M-V def2-TZVPD def2/J DEFGRID3
* xyz 0 1
C -0.3585 -0.7917 2.3456
C 0.4676 -1.0876 1.0338
C 0.5929 0.0616 0.0817
C 1.8376 0.8413 -0.5218
C -0.5159 0.2272 -0.7746
C -0.3975 0.7772 -2.1621
N -1.8250 -0.3136 -0.3407
H -0.2228 0.0434 2.9684
H -1.4458 -0.8303 2.2244
H -0.2872 -1.6034 3.0834
H -0.0328 -1.8920 0.5415
H 1.4349 -1.3851 1.3135
H 2.3721 0.1960 -1.2597
H 2.6481 1.0832 0.1413
H 1.5850 1.8701 -0.7060
H -0.1178 -0.0479 -2.7315
H 0.3472 1.5021 -2.1068
H -1.3513 1.3234 -2.5212
H -2.1151 0.1765 0.4597
H -2.6158 -0.1504 -1.0688
*
```

## Properties
Kohn-Sham gap   8.67 eV
LUMO level   1.01 eV
SMILES   CC/C(C)=C(/C)N



It is version a that is the most stable of them.



Version a
Molecular formula: C6H13N
Method: DFT, wB97M-V/def2-TZVPD

Geometry as ORCA input:
```
! RIJCOSX wB97M-V def2-TZVPD def2/J DEFGRID3
* xyz 0 1
C 1.3815 -0.5901 -1.2266
C 0.3388 0.0701 -0.7203
C -0.4380 0.9990 -1.6699
C -0.3043 2.5042 -1.4037
C -0.4517 -0.3203 0.4895
C 0.2032 -1.2884 1.4680
N -0.5390 -1.5702 2.6759
H 1.8519 -1.4015 -0.6963
H 1.7551 -0.2931 -2.1966
H -1.4908 0.7208 -1.6001
H -0.1184 0.7673 -2.6489
H 0.1425 2.7589 -0.4648
H 0.2702 2.9846 -2.1941
H -1.2789 2.9977 -1.3572
H -1.4623 -0.5708 0.1986
H -0.6957 0.6112 1.0330
H 1.2154 -0.9799 1.7217
H 0.3315 -2.1986 0.8648
H -1.5223 -1.6694 2.5100
H -0.2669 -1.0400 3.4790
*
```

## Properties
Kohn-Sham gap   9.92 eV
LUMO level   1.01 eV
SMILES   C=C(CC)CCN



Version b
Molecular formula: C6H13N
Method: DFT, wB97M-V/def2-TZVPD

Geometry as ORCA input:
```
! RIJCOSX wB97M-V def2-TZVPD def2/J DEFGRID3
* xyz 0 1
C -3.0466 0.8033 0.6629
C -1.5836 0.8203 0.3644
C -1.0802 0.3393 -0.7670
C 0.3395 -0.0834 -1.0461
C 1.1540 -0.4774 0.1870
C 1.8423 -1.8725 -0.0342
N 2.0528 0.6453 0.5390
H -3.3146 1.8483 0.8701
H -3.7471 0.5871 -0.1501
H -3.4239 0.1906 1.5227
H -0.9912 1.5037 0.9821
H -1.7455 0.0305 -1.5804
H 0.3666 -0.8193 -1.8457
H 0.7998 0.8375 -1.5091
H 0.5446 -0.6273 1.0855
H 2.5434 -1.7491 -0.8694
H 2.4004 -2.1907 0.8693
H 1.0568 -2.6126 -0.1327
H 2.7763 0.3737 1.2059
H 2.6403 0.8479 -0.2675
*
```

## Properties
Kohn-Sham gap   9.90 eV
LUMO level   1.19 eV
SMILES   C/C=C/C[C@@H](C)N



It is version a that is the most stable of them.



Version a
Molecular formula: C6H13N
Method: DFT, wB97M-V/def2-TZVPD

Geometry as ORCA input:
```
! RIJCOSX wB97M-V def2-TZVPD def2/J DEFGRID3
* xyz 0 1
C -2.1145 -1.0889 1.0916
C -2.0531 0.3347 0.7859
C -0.8711 0.6588 -0.2897
C 0.3589 0.2440 0.3287
C 1.5291 0.0615 -0.3963
C 2.9839 -0.0989 0.0146
N 1.4022 0.4799 -1.8860
H -2.0865 -1.7507 0.1838
H -1.2060 -1.4163 1.6360
H -3.0573 -1.4041 1.5370
H -2.9675 0.5972 0.1026
H -2.1251 0.8922 1.6978
H -0.8821 1.7599 -0.4591
H -1.2019 0.3337 -1.3171
H 0.6104 -0.1576 1.3853
H 3.1867 -0.9586 -0.6417
H 3.0871 -0.2854 1.1792
H 3.4570 0.6669 -0.3560
H 1.0893 1.3537 -2.1953
H 0.8606 -0.2221 -2.4013
*
```

## Properties
Kohn-Sham gap   9.79 eV
LUMO level   1.01 eV
SMILES   CCC/C=C(/C)N



Version b
Molecular formula: C6H13N
Method: DFT, wB97M-V/def2-TZVPD

Geometry as ORCA input:
```
! RIJCOSX wB97M-V def2-TZVPD def2/J DEFGRID3
* xyz 0 1
C -1.5108 -0.0837 1.7750
C -0.9333 -0.6096 0.6848
C -0.6529 -2.1165 0.5831
C -0.8423 0.1700 -0.6123
C 0.4661 -0.0184 -1.3427
C 1.6361 0.5483 -0.5421
N 1.4402 2.0003 -0.3274
H -1.6474 0.9786 1.9784
H -2.2413 -0.6885 2.3263
H -1.5764 -2.6531 0.4849
H 0.1033 -2.2837 -0.1864
H -0.1469 -2.5436 1.4731
H -0.9597 1.2284 -0.3846
H -1.5615 -0.1538 -1.3712
H 0.6352 -1.0196 -1.7498
H 0.6111 0.5220 -2.3168
H 2.6081 0.1695 -0.8945
H 1.5977 0.1841 0.5157
H 2.0439 2.2858 0.4460
H 1.7598 2.5874 -1.0934
*
```

## Properties
Kohn-Sham gap   9.79 eV
LUMO level   1.08 eV
SMILES   C=C(C)CCCN



Version c
Molecular formula: C6H13N
Method: DFT, wB97M-V/def2-TZVPD

Geometry as ORCA input:
```
! RIJCOSX wB97M-V def2-TZVPD def2/J DEFGRID3
* xyz 0 1
C -0.6303 -0.0367 -0.4362
C 0.5110 -0.3296 0.3866
C -0.9377 1.3432 -0.9519
C 1.0035 -1.7540 0.4431
C -1.8894 -0.4388 0.9498
C 1.8365 0.6067 -0.6396
N 2.3667 1.7204 -0.4186
H -0.8284 -0.8114 -1.1767
H 0.5585 0.1905 1.3426
H 1.9056 2.2688 0.3141
H 2.2702 -0.0016 -1.4430
H -0.4056 1.5373 -1.8832
H -1.9980 1.4270 -1.1922
H -0.6975 2.1039 -0.2095
H 2.0619 -1.7734 0.7083
H 0.4605 -2.3275 1.1941
H -1.5494 -0.8697 1.8878
H -2.3540 0.5184 1.1699
H -2.5882 -1.1242 0.4771
H 0.9040 -2.2492 -0.5223
*
```

## Properties
Kohn-Sham gap   9.20 eV
LUMO level   1.11 eV



Version d
Molecular formula: C6H13N
Method: DFT, wB97M-V/def2-TZVPD

Geometry as ORCA input:
```
! RIJCOSX wB97M-V def2-TZVPD def2/J DEFGRID3
* xyz 0 1
C 0.4505 -1.1799 2.1016
C -0.1924 -0.2227 1.0837
N 0.7698 0.5683 0.3345
C 0.5565 1.9850 0.1468
C -0.1544 -0.2345 -0.4426
C -1.2305 0.5316 -1.3883
C 0.4071 -1.4154 -1.2269
H 0.6831 -0.6298 3.0296
H -0.1857 -2.0231 2.3952
H 1.4061 -1.5758 1.7424
H -1.0890 0.2613 1.4811
H 1.2989 2.3490 -0.5700
H -0.4286 2.1155 -0.2978
H 0.6297 2.5489 1.0784
H -1.9909 -0.1976 -1.6521
H -1.8306 1.4404 -1.1552
H -0.7134 0.8359 -2.3160
H 1.3112 -1.8655 -0.7989
H 0.6555 -1.0906 -2.2440
H -0.3529 -2.2010 -1.3016
*
```

## Properties
Kohn-Sham gap   9.88 eV
LUMO level   1.07 eV
SMILES   C[C@H]1N(C)C1(C)C



It is version b that is the most stable of them.



Version a
Molecular formula: FH3OSi
Method: DFT, wB97M-V/def2-TZVPD

Geometry as ORCA input:
```
! RIJCOSX wB97M-V def2-TZVPD def2/J DEFGRID3
* xyz 0 1
O 0.6576 -0.0239 -1.2270
Si 0.1502 0.0536 0.5714
F 1.5460 0.2187 1.3033
H 1.2254 0.6402 -1.4416
H -0.8033 0.9972 1.1934
H -0.2507 -1.2430 0.6832
*
```

## Properties
Kohn-Sham gap   12.26 eV
LUMO level   0.78 eV
SMILES   O[SiH2]F



Version b
Molecular formula: FH3OSi
Method: DFT, wB97M-V/def2-TZVPD

Geometry as ORCA input:
```
! RIJCOSX wB97M-V def2-TZVPD def2/J DEFGRID3
* xyz 0 1
O -1.0754 0.4255 -0.9999
F 1.6730 -1.9176 1.5712
Si 0.7579 -0.6565 2.1759
H -0.3642 0.9898 -0.6649
H -1.6336 1.0758 -1.2957
H 0.5555 0.3103 1.0293
*
```

## Properties
Kohn-Sham gap   8.32 eV
LUMO level   -0.74 eV



It is version a that is the most stable of them.



Version a
Molecular formula: C4H10S
Method: DFT, wB97M-V/def2-TZVPD

Geometry as ORCA input:
```
! RIJCOSX wB97M-V def2-TZVPD def2/J DEFGRID3
* xyz 0 1
C -1.0142 0.8421 3.7711
C -1.5669 0.8663 2.5695
H -0.4999 1.6785 4.2185
H -1.1742 -0.0592 4.3503
H -1.4558 1.6018 1.7908
H -2.1615 0.0248 2.2278
C -0.5491 -1.2911 -1.6236
S 0.9296 -0.4369 -2.0163
C 1.3344 0.6021 -0.6326
H -0.5360 -2.1574 -2.2860
H -1.4480 -0.7592 -1.9535
H -0.6873 -1.5595 -0.5798
H 1.1501 1.6668 -0.8385
H 0.7230 0.4615 0.2621
H 2.3852 0.5504 -0.3602
*
```

## Properties
Kohn-Sham gap   9.35 eV
LUMO level   1.02 eV
SMILES   C=C.CSC



Version b
Molecular formula: C4H10S
Method: DFT, wB97M-V/def2-TZVPD

Geometry as ORCA input:
```
! RIJCOSX wB97M-V def2-TZVPD def2/J DEFGRID3
* xyz 0 1
C -2.3872 -0.1266 -0.0626
C -0.9705 -0.7713 -0.0902
C 0.0229 0.2104 0.3233
C 0.2246 1.7063 -0.0933
H -2.9028 -0.0579 0.9424
H -2.6557 -1.1567 -0.5607
H -2.5912 0.7898 -0.5890
H -0.8169 -1.6959 0.8160
H -0.5665 -1.5663 -1.1199
H 0.1381 0.0478 1.3887
H 0.0598 1.8399 -1.2883
H 1.3673 1.8782 0.0447
H -0.5018 2.4001 0.7433
H 1.4718 -1.5125 0.3295
S 1.6037 -0.4424 -0.0731
*
```

## Properties
Kohn-Sham gap   9.57 eV
LUMO level   0.82 eV



It is version a that is the most stable of them.



Version a
Molecular formula: C4H10S
Method: DFT, wB97M-V/def2-TZVPD

Geometry as ORCA input:
```
! RIJCOSX wB97M-V def2-TZVPD def2/J DEFGRID3
* xyz 0 1
C -2.5038 0.7482 -0.8532
C -1.1117 0.9988 -0.3094
C -0.5236 -0.2336 0.4029
S 1.2530 -0.1173 0.7189
C 1.8725 -1.2178 -0.5755
H -3.1826 0.5620 -0.0241
H -2.5950 -0.0560 -1.5846
H -2.8763 1.6340 -1.3746
H -0.4234 1.3512 -1.0662
H -1.2000 1.8174 0.4126
H -1.0486 -0.4365 1.3290
H -0.6776 -1.0508 -0.3012
H 2.8639 -1.5514 -0.3191
H 1.9024 -0.6481 -1.5020
H 1.1297 -2.0087 -0.6725
*
```

## Properties
Kohn-Sham gap   9.50 eV
LUMO level   1.11 eV
SMILES   CCCSC



Version b
Molecular formula: C4H10S
Method: DFT, wB97M-V/def2-TZVPD

Geometry as ORCA input:
```
! RIJCOSX wB97M-V def2-TZVPD def2/J DEFGRID3
* xyz 0 1
C 2.0382 -0.4237 1.8566
C 3.2697 0.0446 1.7010
H 1.6783 -0.5487 2.8753
H 1.3715 -0.6965 1.0278
H 3.8757 0.2173 2.5928
H 3.7964 0.0016 0.7521
C -2.1416 -0.5872 0.0111
S -0.6869 0.3286 -0.7490
C -1.5160 0.8639 -2.4025
H -2.8191 0.0801 0.5347
H -2.5818 -1.0591 -0.8595
H -1.5965 -1.3230 0.6190
H -2.2930 0.1494 -2.6062
H -0.6930 1.0212 -3.1401
H -1.7020 1.9316 -2.2133
*
```

## Properties
Kohn-Sham gap   9.57 eV
LUMO level   1.04 eV
SMILES   C=C.CSC



It is version a that is the most stable of them.